Entry 1:
Molecular formula: C33H59Cl26N2
Method: DFT, wB97M-V/def2-TZVPD

## Properties
Electronic energy = -363734.96003 eV
E_LUMO = -3.8 eV
HOMO level = -11.25 eV

```
! RIJCOSX wB97M-V def2-TZVPD def2/J DEFGRID3
* xyz 1 1
C -5.74 3.59 -4.56
C -5.07 2.66 -4.22
C -4.07 1.71 -3.73
N -4.33 1.36 -2.29
C -3.78 0.24 -1.86
C -3.96 -0.09 -0.51
C -4.69 0.80 0.23
C -5.26 1.95 -0.36
N -5.06 2.22 -1.63
H -6.56 4.22 -4.79
H -4.07 0.81 -4.35
H -3.09 2.20 -3.74
H -3.19 -0.39 -2.52
H -3.52 -0.99 -0.08
H -4.87 0.64 1.29
H -5.84 2.65 0.22
Cl -7.66 1.06 -0.46
C -9.26 1.23 -1.23
C -9.41 2.57 -1.91
Cl -9.45 3.91 -0.74
H -10.02 1.09 -0.46
H -9.36 0.43 -1.96
H -10.35 2.59 -2.46
H -8.60 2.77 -2.60
Cl -3.59 -4.36 -6.40
C -4.24 -2.71 -6.44
C -3.18 -1.68 -6.13
Cl -2.63 -1.77 -4.42
H -5.07 -2.66 -5.73
H -4.63 -2.54 -7.44
H -3.58 -0.68 -6.28
H -2.31 -1.80 -6.76
Cl -1.58 2.54 0.03
C -0.16 2.11 1.04
C 0.32 0.71 0.78
Cl -0.84 -0.53 1.34
H -0.45 2.25 2.08
H 0.62 2.83 0.80
H 1.25 0.54 1.32
H 0.50 0.54 -0.28
Cl 1.72 7.05 -0.91
C 0.78 6.86 0.59
C 1.60 6.27 1.70
Cl 2.04 4.57 1.40
H -0.09 6.24 0.36
H 0.43 7.85 0.87
H 1.03 6.29 2.63
H 2.52 6.83 1.86
Cl 3.99 -0.26 1.65
C 3.72 -1.40 3.00
C 2.89 -0.79 4.10
Cl 3.74 0.52 4.95
H 4.70 -1.71 3.37
H 3.22 -2.27 2.59
H 2.65 -1.55 4.84
H 1.95 -0.38 3.71
Cl 7.89 -1.20 2.07
C 7.43 0.17 1.02
C 8.44 1.29 1.07
Cl 8.45 2.10 2.65
H 6.45 0.51 1.32
H 7.36 -0.21 0.00
H 8.19 2.05 0.32
H 9.45 0.93 0.87
Cl 8.95 -1.08 7.31
C 8.50 0.32 6.30
C 9.52 1.43 6.38
Cl 9.53 2.22 7.98
H 7.52 0.66 6.60
H 8.44 -0.04 5.27
H 9.28 2.20 5.65
H 10.52 1.07 6.18
Cl -3.44 2.46 2.82
C -4.54 3.10 4.08
C -4.64 2.18 5.27
Cl -5.47 0.66 4.86
H -5.52 3.26 3.62
H -4.15 4.07 4.39
H -5.21 2.66 6.06
H -3.65 1.93 5.66
Cl 2.55 -4.62 2.05
C 2.25 -4.14 0.35
C 2.23 -5.33 -0.58
Cl 3.83 -6.08 -0.75
H 3.02 -3.42 0.06
H 1.29 -3.63 0.33
H 1.92 -5.01 -1.57
H 1.54 -6.09 -0.23
Cl 8.77 -9.96 -1.82
C 7.82 -8.53 -1.34
C 6.82 -8.14 -2.40
Cl 7.61 -7.51 -3.87
H 8.51 -7.72 -1.13
H 7.30 -8.79 -0.42
H 6.17 -7.34 -2.03
H 6.19 -8.98 -2.69
Cl 12.84 -10.96 -4.69
C 11.89 -9.52 -4.23
C 10.90 -9.13 -5.30
Cl 11.70 -8.51 -6.77
H 12.59 -8.71 -4.02
H 11.36 -9.77 -3.31
H 10.26 -8.33 -4.92
H 10.27 -9.97 -5.58
Cl -6.58 5.49 -3.00
C -7.22 7.15 -2.77
C -6.14 8.12 -2.38
Cl -5.52 7.80 -0.74
H -8.01 7.10 -2.02
H -7.66 7.45 -3.72
H -6.54 9.14 -2.37
H -5.30 8.09 -3.07
Cl -10.94 1.93 2.02
C -9.44 1.26 2.71
C -9.44 1.26 4.22
Cl -9.37 2.91 4.89
H -8.61 1.84 2.32
H -9.35 0.24 2.34
H -8.56 0.73 4.59
H -10.33 0.77 4.62
*
```

Atomic partial charges in e from the Mulliken method, atoms 1 to 6: C -0.22; C -0.91; C 0.26; N 0.84; C 0.36; C -0.85

---

Entry 2:
Molecular formula: C5H7FNdO3
Method: DFT, wB97M-V/def2-TZVPD

## Properties
Electronic energy = -29412.93911 eV
E_LUMO (alpha / beta) = -12.2 / -10.4 eV
Expectation value of S² = 6.01
HOMO level (alpha / beta) = -16.75 / -17.03 eV

```
! RIJCOSX wB97M-V def2-TZVPD def2/J DEFGRID3
* xyz 2 5
C -1.53 1.72 -2.19
C -0.83 1.16 -3.20
H -1.36 2.78 -1.98
H -2.28 1.36 -1.48
H -0.08 1.74 -3.76
H -1.03 0.14 -3.56
O -1.12 -0.89 2.03
C 0.05 -0.21 2.24
C -1.29 -1.70 0.88
O 0.33 0.06 3.39
O 0.72 0.11 1.20
C -2.20 -1.12 -0.15
H -1.73 -2.64 1.25
H -0.33 -1.95 0.41
F -3.40 -0.75 0.31
H -2.26 -1.61 -1.13
Nd 0.92 0.57 -0.95
*
```

Atomic partial charges in e from the Mulliken method, atoms 1 to 6: C -0.63; C -0.88; H 0.41; H 0.42; H 0.48; H 0.40

---

Entry 3:
Molecular formula: C3H8N2OS
Method: DFT, wB97M-V/def2-TZVPD

## Properties
Electronic energy = -19098.79263 eV
E_LUMO = 0.2 eV
SMILES = CN/C(=N/O)SC
HOMO level = -8.36 eV
ΔE to the lowest compared entry with this formula, charge and spin = 550.9 kJ/mol

```
! RIJCOSX wB97M-V def2-TZVPD def2/J DEFGRID3
* xyz 0 1
C -2.14 -1.02 0.68
N -0.74 -0.65 1.29
C 0.10 0.25 0.57
N 0.02 1.64 0.96
O 0.92 2.29 0.17
S 0.40 -0.20 -1.12
C 1.22 -1.70 -1.05
H -2.74 -1.61 1.42
H -2.14 -1.35 -0.48
H -2.77 -0.13 0.60
H -0.99 -0.03 2.02
H 0.91 1.73 -0.73
H 0.82 -2.34 -2.01
H 2.27 -1.29 -1.18
H 0.86 -2.26 -0.07
*
```

Atomic partial charges in e from the Mulliken method, atoms 1 to 6: C -0.80; N -0.36; C 0.35; N -0.36; O -0.32; S -0.27

---

Entry 4:
Molecular formula: C47H46IrN5P
Method: DFT, wB97M-V/def2-TZVPD

## Properties
Electronic energy = -69049.67884 eV
E_LUMO (alpha / beta) = -6.9 / -7.6 eV
Expectation value of S² = 0.79
HOMO level (alpha / beta) = -13.20 / -13.46 eV

```
! RIJCOSX wB97M-V def2-TZVPD def2/J DEFGRID3
* xyz 2 2
Ir -0.01 -0.51 0.32
C -2.34 -0.38 -3.21
C -3.55 0.09 -2.45
C -4.65 0.58 -3.13
C -5.80 0.97 -2.46
C -5.87 0.89 -1.08
C -4.77 0.42 -0.37
C -3.63 0.00 -1.05
P -2.32 -0.81 -0.11
C -2.84 -0.60 1.63
C -2.35 0.58 2.20
C -2.66 0.95 3.49
C -3.49 0.13 4.25
C -4.00 -1.03 3.69
C -3.72 -1.41 2.38
C -4.40 -2.64 1.84
C -2.39 -2.48 -0.79
C -3.56 -3.09 -1.26
C -3.51 -4.33 -1.84
C -2.27 -4.97 -1.99
C -1.11 -4.35 -1.55
C -1.17 -3.08 -0.97
C 0.08 -2.33 -0.64
H -2.31 0.06 -4.21
H -2.35 -1.46 -3.33
H -1.42 -0.12 -2.70
H -4.61 0.65 -4.22
H -6.65 1.34 -3.02
H -6.76 1.20 -0.55
H -4.82 0.37 0.71
H -1.72 1.23 1.60
H -2.28 1.87 3.91
H -3.75 0.40 5.26
H -4.66 -1.66 4.27
H -4.84 -3.22 2.65
H -3.71 -3.29 1.30
H -5.20 -2.37 1.15
H -4.52 -2.58 -1.15
H -4.41 -4.81 -2.19
H -2.21 -5.94 -2.47
H -0.15 -4.83 -1.70
H 0.59 -2.15 -1.58
H 0.75 -2.95 -0.03
C -1.50 -4.75 4.20
C -0.94 -3.76 5.00
C -0.44 -2.60 4.43
C -0.52 -2.43 3.04
C -1.07 -3.42 2.25
C -1.56 -4.58 2.83
N -0.03 -1.23 2.41
N 0.48 -0.45 3.22
C 1.11 0.72 2.72
C 1.75 1.52 3.62
C 2.50 2.60 3.15
C 2.55 2.83 1.79
C 1.84 1.99 0.94
N 1.12 0.97 1.40
H -1.90 -5.65 4.65
H -0.88 -3.89 6.07
H 0.00 -1.83 5.04
H -1.12 -3.29 1.19
H -1.98 -5.36 2.20
H 1.68 1.28 4.68
H 3.03 3.24 3.83
H 3.14 3.64 1.38
H 1.83 2.14 -0.13
C -3.96 3.51 1.54
C -3.61 3.27 0.07
C -2.72 4.36 -0.46
C -3.15 5.66 -0.49
C -2.32 6.68 -0.93
C -0.99 6.42 -1.30
C -0.50 5.14 -1.31
C 0.98 4.95 -1.56
C 1.80 5.47 -0.38
C -1.41 4.06 -0.98
N -1.08 2.76 -1.16
C -0.39 2.36 -2.21
C 0.42 1.25 -2.35
C 1.31 1.15 -3.46
C 2.25 0.20 -3.15
C 1.89 -0.29 -1.88
N 0.80 0.30 -1.39
H -4.53 2.66 1.94
H -4.58 4.40 1.67
H -3.06 3.63 2.15
H -4.53 3.24 -0.52
H -3.12 2.32 -0.05
H -4.16 5.89 -0.16
H -2.68 7.70 -0.96
H -0.34 7.24 -1.58
H 1.26 5.49 -2.46
H 1.24 3.91 -1.73
H 1.65 6.54 -0.23
H 2.87 5.31 -0.56
H 1.52 4.96 0.55
H -0.42 2.98 -3.10
H 1.27 1.77 -4.34
H 3.09 -0.12 -3.74
H 2.41 -1.05 -1.31
*
```

Atomic partial charges in e from the Mulliken method, atoms 1 to 6: Ir 0.39; C -1.38; C 0.20; C -0.75; C -0.85; C -1.04

---

Entry 5:
Molecular formula: C3H14N2O3
Method: DFT, wB97M-V/def2-TZVPD

## Properties
Electronic energy = -12460.78335 eV
E_LUMO = 0.7 eV
SMILES = C/C(N)=C/N.O.O.O
HOMO level = -7.55 eV
ΔE to the lowest compared entry with this formula, charge and spin = 36.1 kJ/mol

```
! RIJCOSX wB97M-V def2-TZVPD def2/J DEFGRID3
* xyz 0 1
C -0.65 -2.89 -0.90
C -0.63 -1.43 -0.53
N 0.62 -0.94 -0.16
C -1.77 -0.74 -0.47
N -1.85 0.67 -0.30
H -0.95 -3.50 -0.05
H -1.38 -3.08 -1.69
H 0.31 -3.23 -1.29
H 1.42 -1.45 -0.49
H 0.80 0.05 -0.12
H -2.65 -1.31 -0.74
H -1.56 0.93 0.64
H -2.77 0.98 -0.35
O 0.63 2.52 -1.22
H 0.09 3.26 -1.51
H 0.10 1.74 -1.44
O 0.26 0.46 2.64
H -0.09 -0.14 3.30
H 0.47 -0.11 1.89
O 2.53 1.38 0.37
H 1.92 1.92 -0.16
H 2.38 1.71 1.26
*
```

Atomic partial charges in e from the Mulliken method, atoms 1 to 6: C -1.34; C 0.81; N -0.43; C -0.54; N -0.46; H 0.25

---

Entry 6:
Molecular formula: C24H31NO6
Method: DFT, wB97M-V/def2-TZVPD

## Properties
Electronic energy = -39145.95149 eV
E_LUMO = -0.1 eV
HOMO level = -8.74 eV
ΔE to the lowest compared entry with this formula, charge and spin = 1948.2 kJ/mol

```
! RIJCOSX wB97M-V def2-TZVPD def2/J DEFGRID3
* xyz 0 1
C 6.03 4.11 -0.34
C 5.65 2.91 -1.25
C 5.92 1.69 -0.57
C 5.29 0.38 -1.37
C 5.61 -1.13 -0.88
H 6.61 -1.10 -0.54
H 5.20 -1.86 -1.27
C 4.89 -1.19 0.51
C 3.36 -1.08 0.46
C 2.64 -2.08 -0.02
C 1.12 -1.58 -0.07
C 0.16 -2.54 -0.81
C -1.06 -2.50 -0.88
C -1.53 -1.04 -0.18
C -0.68 -0.26 0.28
C 0.62 -0.62 0.59
O 1.54 0.13 1.13
C 2.82 0.04 1.25
O 3.60 1.04 1.69
C -1.19 1.09 1.12
H -1.59 0.86 1.91
H -2.09 1.54 0.55
H -0.36 1.87 1.12
O -2.92 -0.69 -0.06
C -3.80 -1.35 -1.17
C -5.06 -0.77 -0.97
O -5.74 -0.84 -2.00
N -5.59 -0.20 0.18
C -5.10 -0.46 1.64
C -6.12 -0.07 2.54
H -6.76 -0.78 2.65
C -6.98 0.95 1.50
H -6.41 1.98 1.63
C -6.92 0.21 0.21
H -7.76 -0.43 0.08
C -6.94 1.58 -0.85
O -7.95 1.61 -1.69
O -5.85 2.08 -0.75
H -5.93 2.73 -1.74
H -8.08 1.24 2.07
H -5.71 0.33 3.55
H -4.33 0.37 1.83
H -4.73 -1.46 1.76
H -3.98 -2.64 -0.40
H -3.60 -1.63 -2.04
H -1.60 -3.07 -1.26
H 0.68 -3.67 -1.10
C 3.24 -3.47 -0.55
H 2.57 -4.06 -0.29
H 2.87 -3.25 -1.62
H 4.18 -3.42 -0.39
H 5.28 -0.42 1.30
H 5.40 -2.13 0.89
H 5.72 0.36 -2.25
H 4.26 0.43 -1.32
H 6.88 1.57 -0.18
H 5.26 1.56 0.37
H 5.91 2.93 -2.17
H 4.45 3.12 -1.40
H 7.20 4.02 0.03
H 5.55 4.05 0.45
H 5.83 5.03 -0.85
*
```

Atomic partial charges in e from the Mulliken method, atoms 1 to 6: C -1.34; C -0.67; C -0.28; C -1.35; C -1.40; H 0.42

---

Entry 7:
Molecular formula: C18H45Cl2O16P3
Method: DFT, wB97M-V/def2-TZVPD

## Properties
Electronic energy = -105074.65069 eV
E_LUMO = 0.4 eV
SMILES = COP(=O)(OC)OC.COP(=O)(OC)OC.COP(=O)(OC)OC.CCOC(C)=O.CCOC(C)=O.ClCCl
HOMO level = -10.41 eV
ΔE to the lowest compared entry with this formula, charge and spin = 0.0 kJ/mol

```
! RIJCOSX wB97M-V def2-TZVPD def2/J DEFGRID3
* xyz 0 1
C -3.45 6.00 14.91
O -4.09 4.99 14.15
P -4.37 5.13 12.61
O -5.07 3.98 12.06
O -5.11 6.52 12.44
C -6.54 6.55 12.31
O -2.94 5.45 12.02
C -2.67 5.15 10.66
H -3.48 5.69 15.95
H -3.95 6.96 14.82
H -2.41 6.13 14.59
H -6.90 5.59 11.94
H -6.78 7.31 11.57
H -6.98 6.82 13.26
H -2.21 4.16 10.55
H -1.94 5.86 10.27
H -3.56 5.21 10.04
C -6.36 12.50 6.12
O -5.97 13.58 6.99
P -6.36 13.54 8.51
O -7.53 12.75 8.85
O -5.01 13.03 9.18
C -4.97 12.92 10.61
O -6.49 15.06 8.89
C -5.36 15.92 8.98
H -7.31 12.09 6.47
H -5.62 11.71 6.19
H -6.45 12.91 5.12
H -4.43 13.77 11.02
H -4.49 11.98 10.84
H -5.99 12.85 11.01
H -5.35 16.61 8.13
H -4.41 15.39 8.99
H -5.44 16.52 9.88
C 2.34 7.64 2.94
O 1.25 7.05 2.23
P 1.27 5.58 1.69
O -0.01 5.13 1.19
O 2.47 5.61 0.67
C 2.53 4.62 -0.35
O 1.92 4.71 2.85
C 1.14 4.42 4.01
H 3.23 7.02 2.88
H 2.05 7.81 3.97
H 2.55 8.59 2.45
H 1.96 3.73 -0.10
H 3.57 4.32 -0.47
H 2.15 5.02 -1.29
H 0.07 4.60 3.89
H 1.50 5.04 4.83
H 1.30 3.38 4.30
C 2.25 0.10 5.28
C 1.39 1.02 6.14
O 0.15 1.22 5.46
C -0.60 2.25 5.89
C -1.95 2.27 5.23
O -0.20 3.11 6.63
H 2.96 0.67 4.69
H 1.64 -0.44 4.56
H 2.81 -0.64 5.86
H 1.22 0.61 7.13
H 1.90 1.98 6.23
H -2.68 2.53 5.99
H -2.18 1.31 4.78
H -1.93 3.02 4.44
C -1.28 6.43 6.92
C -2.68 6.51 6.39
O -3.43 7.53 7.06
C -4.60 7.20 7.63
C -5.24 8.41 8.26
O -5.09 6.10 7.62
H -0.79 5.59 6.43
H -1.28 6.11 7.97
H -0.68 7.34 6.85
H -2.70 6.72 5.31
H -3.17 5.54 6.54
H -5.87 8.96 7.56
H -4.49 9.06 8.70
H -5.89 8.04 9.06
Cl -3.64 10.15 5.39
C -1.88 10.19 5.32
Cl -1.27 10.28 3.66
H -1.56 11.07 5.87
H -1.45 9.31 5.78
*
```

Atomic partial charges in e from the Mulliken method, atoms 1 to 6: C -0.58; O -0.33; P 0.96; O -0.70; O -0.18; C -0.73